Formula: C5H11BrN
Source: OMol25
Level of theory: ωB97M-V/def2-TZVPD

Values from the calculation:
Gap between HOMO and LUMO (alpha / beta): 7.36 / 7.36 eV
Total charge: +1
Energy relative to the best compared isomer or geometry (same formula, charge and spin): 462.27 kJ/mol

The geometry in XYZ format:
```
18
Properties=species:S:1:pos:R:3:forces:R:3
C 1.47258 -1.78249 -1.21298 2.40 0.74 0.90
C 2.03490 -0.82130 -0.52492 -0.97 0.29 -0.14
C -0.80562 -0.64672 0.66161 -0.87 -1.27 -0.19
C -0.56027 0.93844 -1.20707 -1.35 -0.01 -2.49
C 0.41677 1.49776 0.94811 -0.91 0.57 -3.17
N -0.14493 0.46124 0.08340 2.82 -0.43 -0.60
Br 3.39143 0.10872 0.22102 -1.01 -0.63 -0.60
H 2.15403 -2.52335 -1.68908 -0.68 0.45 0.23
H 0.41675 -1.90305 -1.16052 -0.61 -0.24 -0.52
H -0.24948 -0.88207 1.54523 0.08 -0.33 0.74
H -1.87620 -0.47299 0.94676 0.73 -0.14 -0.52
H -0.68832 -1.54378 -0.02205 -0.88 1.01 0.90
H 0.12648 1.67103 -1.67634 -0.05 -0.37 0.76
H -0.59860 0.10620 -2.00934 -0.22 0.97 1.56
H -1.57110 1.47281 -1.20783 1.04 -0.88 0.23
H -0.34432 1.90078 1.55350 -1.21 1.16 0.42
H 1.14459 1.24051 1.63563 1.79 -1.31 1.04
H 0.82188 2.15779 0.15168 -0.10 0.44 1.44
```
Positions in Å, forces in eV/Å.